A single C6H10N2O5 molecule at a distorted geometry. Source: OMol25; level of theory: ωB97M-V with the def2-TZVPD basis set.

XYZ file:
```
23
Properties=species:S:1:pos:R:3:forces:R:3:lowdin_charge:R:1
N 3.20113 -0.54840 1.17174 -3.135 0.512 2.503 0.039
C 1.70892 -0.50056 0.69384 3.579 -0.736 0.308 -0.121
C 1.75284 -0.27495 -0.81308 0.204 0.280 -0.604 -0.398
O 2.75288 -0.67424 -1.39438 -1.673 1.040 -0.471 0.069
N 0.64859 0.42390 -1.42871 0.949 -0.682 2.055 0.112
C -0.58135 0.62550 -0.63282 -1.902 0.362 -1.829 -0.193
C -1.00038 -0.69083 0.02972 1.370 1.762 2.050 -0.090
C -2.37760 -1.13025 -0.12205 -2.497 -1.562 -3.456 -0.466
O -3.12123 -0.82483 -1.06699 1.342 0.005 2.250 0.082
O -2.67815 -2.20815 0.65326 -1.074 -0.028 -1.023 0.091
C -0.89061 1.86782 0.25594 -0.439 -1.551 -1.905 -0.488
O -1.18131 1.76149 1.39324 0.140 -0.053 2.470 0.145
O -1.24282 2.93810 -0.45273 0.926 0.048 -1.016 0.136
H 3.51047 0.30439 1.64615 -0.750 -0.174 0.107 0.068
H 3.65620 -0.49713 0.34541 2.253 -0.372 -3.194 -0.024
H 1.19595 0.25481 1.19542 -0.994 1.127 0.909 0.084
H 1.35930 -1.48043 0.97071 -0.508 -0.222 -0.135 0.111
H 0.88992 1.14244 -2.08722 0.070 -0.103 -0.392 0.139
H -1.43713 0.75267 -1.38932 1.332 -0.047 0.597 0.171
H -0.30727 -1.34298 -0.41912 -0.018 -1.754 -0.681 0.116
H -0.75511 -0.76645 1.09454 -0.070 0.359 -0.121 0.132
H -3.45436 -2.65103 0.17453 1.269 0.955 1.080 0.166
H -1.64889 3.51911 0.18194 -0.376 0.833 0.496 0.120
```
Positions in Å, forces in eV/Å.

Properties
Frontier orbital gap   9.99 eV
SMILES string   NCC(=O)N[C@@H](CC(=O)O)C(=O)O
E_HOMO   -9.7 eV
E   -19601.1616 eV
LUMO energy   0.3109 eV
Energy relative to the best compared isomer or geometry (same formula, charge and spin)   276.6 kJ/mol
Spin multiplicity   1